1.
C61H103CuF6N10O15S2 | wB97M-V/def2-TZVPD

The geometry in XYZ format:
```
198
Properties=species:S:1:pos:R:3:lowdin_charge:R:1
Cu 2.770 -1.886 0.798 0.87
C -1.652 -0.755 -1.454 -0.61
F -1.224 0.429 -1.825 0.14
F -2.904 -0.953 -1.921 0.13
F -0.786 -1.670 -2.006 0.08
S -1.624 -0.811 0.477 0.68
O -2.943 -0.299 0.929 -0.31
O -1.484 -2.211 0.800 -0.33
N -0.162 0.023 0.880 -0.33
S -0.598 1.324 1.575 0.54
O -0.976 2.308 0.592 -0.30
O -1.498 1.145 2.749 -0.32
C 1.142 1.866 2.237 -0.62
F 1.083 3.137 2.714 0.10
F 1.567 1.134 3.287 0.10
F 2.090 1.815 1.303 0.11
C -0.178 10.022 5.183 -0.17
C 0.241 11.282 5.858 -0.19
C 0.867 12.072 4.735 -0.21
O 1.513 11.084 3.949 -0.14
C 0.663 9.975 3.900 -0.21
H -1.234 10.021 4.913 0.11
H -0.059 9.153 5.829 0.11
H 0.997 11.122 6.627 0.11
H -0.553 11.859 6.334 0.11
H 1.548 12.841 5.099 0.12
H 0.135 12.550 4.084 0.12
H 1.154 9.026 3.689 0.12
H 0.072 10.146 3.000 0.11
C -0.301 7.869 -4.086 -0.18
C -1.514 8.379 -4.898 -0.14
C -1.841 7.189 -5.814 -0.14
O -0.677 6.276 -5.707 -0.14
C -0.065 6.443 -4.477 -0.27
H -0.316 7.892 -2.996 0.11
H 0.625 8.390 -4.331 0.10
H -1.253 9.321 -5.381 0.11
H -2.248 8.514 -4.104 0.10
H -1.811 7.536 -6.847 0.11
H -2.790 6.724 -5.550 0.11
H 0.996 6.192 -4.466 0.12
H -0.509 5.792 -3.724 0.11
C -2.478 1.510 -8.085 -0.15
C -3.101 2.406 -9.212 -0.17
C -3.190 1.391 -10.305 -0.23
O -2.055 0.506 -10.138 -0.16
C -1.420 0.708 -8.862 -0.19
H -3.271 0.863 -7.709 0.11
H -2.038 2.131 -7.305 0.11
H -2.376 3.121 -9.602 0.11
H -4.048 2.890 -8.977 0.12
H -3.228 1.881 -11.278 0.12
H -4.112 0.813 -10.243 0.11
H -0.558 1.362 -8.997 0.11
H -1.140 -0.245 -8.413 0.11
C -0.454 -10.060 3.637 -0.19
C -1.028 -11.442 3.806 -0.18
C -2.564 -11.089 3.972 -0.18
O -2.700 -10.125 2.926 -0.16
C -1.465 -9.420 2.656 -0.18
H 0.540 -9.998 3.193 0.11
H -0.471 -9.571 4.611 0.11
H -0.617 -12.027 4.629 0.10
H -0.902 -12.073 2.927 0.11
H -2.755 -10.590 4.922 0.11
H -3.083 -12.042 3.872 0.11
H -1.518 -8.358 2.893 0.11
H -1.136 -9.567 1.627 0.11
C -0.088 -6.433 -7.379 -0.20
C 0.683 -7.410 -8.221 -0.18
C 0.611 -8.608 -7.332 -0.22
O -0.471 -8.442 -6.403 -0.15
C -1.178 -7.260 -6.782 -0.20
H -0.565 -5.634 -7.947 0.11
H 0.475 -5.867 -6.636 0.12
H 1.721 -7.087 -8.301 0.12
H 0.213 -7.601 -9.186 0.12
H 1.528 -8.791 -6.772 0.11
H 0.545 -9.474 -7.991 0.11
H -1.677 -6.857 -5.901 0.13
H -1.891 -7.708 -7.473 0.13
C 5.502 6.108 -1.255 -0.19
C 4.563 6.854 -0.321 -0.17
C 5.026 8.293 -0.457 -0.18
O 5.437 8.369 -1.847 -0.14
C 5.812 7.073 -2.321 -0.23
H 5.149 5.135 -1.596 0.11
H 6.439 5.972 -0.714 0.11
H 4.497 6.556 0.725 0.11
H 3.539 6.745 -0.677 0.11
H 5.894 8.505 0.167 0.11
H 4.249 9.031 -0.257 0.12
H 6.874 7.040 -2.566 0.12
H 5.213 6.906 -3.216 0.12
C 8.307 -1.706 0.008 0.00
C 7.732 -0.959 1.172 -0.57
O 6.843 -1.470 1.838 0.02
N 8.272 0.259 1.468 0.01
C 7.754 1.130 2.523 -0.07
H 7.477 -1.875 -0.678 0.09
H 8.823 -2.598 0.362 0.09
H 9.020 -1.056 -0.500 0.07
H 8.888 0.717 0.812 0.13
H 6.999 1.817 2.143 0.08
H 8.539 1.737 2.974 0.08
H 7.408 0.577 3.396 0.09
C 0.987 3.194 8.745 0.01
C 0.651 2.379 10.016 -0.56
O 0.824 2.859 11.114 0.02
N 0.131 1.158 9.994 0.00
C -0.105 0.284 8.868 -0.08
H 2.065 3.174 8.581 0.08
H 0.716 4.241 8.880 0.08
H 0.461 2.894 7.839 0.06
H -0.137 0.782 10.892 0.15
H 0.435 0.498 7.946 0.08
H -1.168 0.326 8.630 0.08
H 0.179 -0.735 9.130 0.08
C -7.373 0.743 5.732 0.00
C -7.737 0.438 7.158 -0.59
O -7.230 1.071 8.107 0.01
N -8.740 -0.354 7.337 0.00
C -9.218 -0.856 8.609 -0.06
H -8.198 0.751 5.018 0.07
H -6.675 -0.006 5.357 0.09
H -6.918 1.733 5.715 0.09
H -9.076 -0.806 6.499 0.14
H -9.440 -1.922 8.545 0.08
H -10.098 -0.329 8.978 0.09
H -8.385 -0.873 9.311 0.09
C -12.453 -2.925 0.135 -0.02
C -11.307 -2.317 -0.601 -0.58
O -11.346 -2.128 -1.821 0.03
N -10.333 -1.855 0.192 0.01
C -9.090 -1.205 -0.299 -0.05
H -12.967 -2.196 0.762 0.09
H -12.185 -3.849 0.647 0.08
H -13.182 -3.309 -0.579 0.08
H -10.415 -2.002 1.188 0.13
H -8.355 -2.006 -0.217 0.08
H -8.738 -0.355 0.286 0.08
H -9.065 -0.882 -1.340 0.08
C -3.082 -4.408 -11.558 -0.02
C -4.155 -4.643 -10.543 -0.56
O -4.647 -5.763 -10.440 0.03
N -4.546 -3.587 -9.778 0.00
C -5.575 -3.597 -8.705 -0.06
H -2.869 -5.361 -12.044 0.08
H -2.124 -4.079 -11.156 0.08
H -3.433 -3.764 -12.364 0.08
H -4.097 -2.688 -9.883 0.12
H -5.613 -4.633 -8.370 0.08
H -6.549 -3.245 -9.043 0.08
H -5.240 -3.075 -7.808 0.08
N 3.036 -6.145 -0.270 0.05
C 2.215 -6.867 -1.077 -0.15
C 2.473 -8.143 -1.565 -0.07
C 3.651 -8.787 -1.168 -0.07
C 4.512 -8.077 -0.374 -0.09
C 4.147 -6.829 0.074 -0.17
H 1.265 -6.437 -1.362 0.10
H 1.784 -8.512 -2.310 0.10
H 3.793 -9.820 -1.449 0.11
H 5.466 -8.515 -0.123 0.10
H 4.836 -6.297 0.713 0.10
N 3.396 -1.000 -3.193 0.04
C 3.442 -1.800 -4.258 -0.19
C 3.716 -1.450 -5.554 -0.08
C 3.816 -0.079 -5.811 -0.06
C 3.580 0.853 -4.743 -0.05
C 3.255 0.348 -3.457 -0.12
H 3.444 -2.851 -4.007 0.10
H 3.779 -2.262 -6.264 0.10
H 3.983 0.292 -6.811 0.10
H 3.600 1.909 -4.968 0.09
H 3.098 1.021 -2.627 0.09
N 6.008 6.048 6.326 0.05
C 5.633 7.363 6.393 -0.13
C 6.459 8.431 6.821 -0.08
C 7.652 8.126 7.445 -0.07
C 8.109 6.771 7.330 -0.07
C 7.249 5.799 6.814 -0.17
H 4.670 7.465 5.915 0.09
H 6.115 9.454 6.781 0.10
H 8.337 8.914 7.720 0.10
H 9.060 6.452 7.732 0.09
H 7.564 4.766 6.800 0.09
N 2.468 -3.866 4.956 0.04
C 1.197 -4.187 5.288 -0.15
C 0.774 -5.084 6.271 -0.07
C 1.809 -5.765 6.888 -0.08
C 3.173 -5.411 6.679 -0.06
C 3.428 -4.450 5.695 -0.16
H 0.396 -3.688 4.763 0.10
H -0.241 -5.238 6.605 0.10
H 1.567 -6.528 7.613 0.10
H 4.008 -5.807 7.237 0.09
H 4.440 -4.119 5.515 0.10
```

Properties
multiplicity	1
strongest force on any atom	4.72	eV/A
Kohn-Sham gap	5.7	eV
HOMO energy	-9.024	eV
E	-193144.97010	eV

2.
C61H117NO14 | wB97M-V/def2-TZVPD

The geometry in XYZ format:
```
193
Properties=species:S:1:pos:R:3:lowdin_charge:R:1
C -4.700 5.814 -2.772 -0.18
C -4.996 4.320 -2.819 -0.19
C -5.368 4.095 -1.390 -0.21
O -4.435 4.921 -0.679 -0.15
C -3.851 5.935 -1.492 -0.19
H -5.649 6.348 -2.726 0.11
H -4.212 6.192 -3.671 0.11
H -4.181 3.684 -3.164 0.12
H -5.890 4.109 -3.405 0.11
H -5.231 3.057 -1.086 0.12
H -6.337 4.514 -1.121 0.12
H -2.802 5.769 -1.734 0.11
H -3.961 6.948 -1.105 0.11
C 4.434 -5.019 -2.837 -0.19
C 3.684 -4.349 -1.751 -0.20
C 4.017 -5.245 -0.564 -0.21
O 4.106 -6.576 -1.065 -0.13
C 4.368 -6.509 -2.484 -0.19
H 5.464 -4.672 -2.757 0.11
H 4.039 -4.823 -3.834 0.12
H 2.598 -4.318 -1.836 0.11
H 4.005 -3.333 -1.522 0.11
H 3.290 -5.149 0.243 0.12
H 4.986 -4.924 -0.182 0.11
H 3.568 -7.015 -3.024 0.11
H 5.315 -6.909 -2.845 0.11
C -1.401 -8.118 -2.030 -0.20
C -1.556 -7.071 -0.984 -0.19
C -2.410 -6.014 -1.709 -0.19
O -3.291 -6.846 -2.475 -0.15
C -2.812 -8.199 -2.566 -0.20
H -0.990 -9.066 -1.683 0.12
H -0.739 -7.800 -2.836 0.12
H -0.578 -6.659 -0.735 0.11
H -2.108 -7.385 -0.098 0.12
H -1.817 -5.300 -2.279 0.11
H -2.995 -5.487 -0.955 0.11
H -2.805 -8.546 -3.600 0.12
H -3.364 -8.846 -1.886 0.12
C 3.637 1.433 -4.338 -0.18
C 4.232 1.404 -5.712 -0.15
C 5.632 2.044 -5.420 -0.18
O 5.335 3.078 -4.493 -0.17
C 4.367 2.564 -3.588 -0.20
H 3.778 0.516 -3.766 0.11
H 2.587 1.719 -4.395 0.11
H 3.592 2.036 -6.328 0.11
H 4.289 0.412 -6.160 0.11
H 6.102 2.580 -6.245 0.12
H 6.390 1.469 -4.888 0.12
H 3.734 3.410 -3.320 0.11
H 4.953 2.289 -2.712 0.11
C 7.522 -0.422 -0.125 -0.15
C 8.624 0.652 -0.250 -0.16
C 8.391 1.601 0.935 -0.19
O 7.025 1.372 1.363 -0.14
C 6.823 -0.026 1.164 -0.22
H 7.923 -1.436 -0.129 0.11
H 6.843 -0.364 -0.976 0.10
H 8.502 1.206 -1.181 0.10
H 9.649 0.284 -0.287 0.11
H 8.554 2.633 0.626 0.11
H 9.135 1.472 1.722 0.11
H 5.770 -0.292 1.247 0.12
H 7.182 -0.534 2.060 0.11
C 0.622 0.626 0.782 -0.16
C -0.355 0.959 -0.370 -0.16
C -0.401 -0.360 -1.077 -0.23
O -0.227 -1.390 -0.096 -0.14
C 0.423 -0.869 1.051 -0.20
H 0.473 1.260 1.656 0.11
H 1.655 0.807 0.486 0.10
H -0.148 1.845 -0.969 0.11
H -1.341 1.114 0.066 0.11
H 0.329 -0.401 -1.885 0.11
H -1.344 -0.579 -1.579 0.12
H 1.412 -1.315 1.158 0.11
H -0.187 -0.987 1.946 0.12
C -5.018 -1.658 2.961 -0.15
C -6.318 -1.732 3.757 -0.19
C -7.316 -1.828 2.634 -0.18
O -6.741 -1.007 1.574 -0.14
C -5.411 -0.758 1.781 -0.24
H -4.810 -2.677 2.637 0.11
H -4.216 -1.276 3.593 0.11
H -6.558 -0.872 4.383 0.12
H -6.352 -2.648 4.346 0.11
H -8.305 -1.444 2.883 0.12
H -7.416 -2.881 2.369 0.11
H -5.315 0.294 2.046 0.12
H -4.896 -0.938 0.837 0.12
C -2.037 -6.020 6.115 -0.19
C -2.212 -6.002 4.629 -0.18
C -1.092 -5.112 4.094 -0.21
O -0.863 -4.235 5.174 -0.15
C -1.654 -4.588 6.351 -0.19
H -1.289 -6.712 6.501 0.12
H -2.926 -6.182 6.725 0.12
H -3.168 -5.550 4.365 0.11
H -2.190 -7.010 4.214 0.11
H -1.410 -4.558 3.211 0.12
H -0.236 -5.752 3.878 0.11
H -2.534 -3.948 6.413 0.12
H -1.072 -4.509 7.270 0.12
C 3.891 -5.276 6.939 -0.17
C 3.904 -6.544 6.142 -0.19
C 4.976 -6.337 5.047 -0.14
O 5.095 -4.861 5.033 -0.15
C 4.172 -4.216 5.862 -0.23
H 4.713 -5.150 7.644 0.12
H 2.932 -5.045 7.402 0.11
H 2.981 -6.720 5.590 0.11
H 4.131 -7.398 6.781 0.11
H 4.559 -6.794 4.150 0.11
H 5.840 -6.860 5.457 0.11
H 3.285 -4.014 5.263 0.11
H 4.499 -3.245 6.234 0.12
C -3.009 5.644 5.410 -0.18
C -2.405 5.102 6.709 -0.18
C -3.144 3.804 6.729 -0.22
O -3.308 3.375 5.358 -0.14
C -3.084 4.430 4.440 -0.18
H -2.347 6.438 5.064 0.10
H -3.987 6.119 5.495 0.11
H -2.514 5.780 7.555 0.11
H -1.328 4.948 6.637 0.11
H -4.075 3.961 7.273 0.12
H -2.558 3.076 7.290 0.11
H -3.947 4.465 3.776 0.12
H -2.088 4.398 3.997 0.11
C 1.775 0.995 7.948 -0.18
C 3.138 0.676 8.503 -0.15
C 4.003 1.480 7.529 -0.22
O 3.357 1.392 6.287 -0.14
C 1.966 1.230 6.444 -0.21
H 1.315 1.936 8.251 0.11
H 1.009 0.222 8.017 0.11
H 3.471 -0.362 8.515 0.11
H 3.141 1.000 9.544 0.11
H 5.020 1.098 7.431 0.12
H 4.131 2.516 7.844 0.11
H 1.701 0.311 5.922 0.12
H 1.428 2.118 6.112 0.11
C 0.221 6.978 -6.166 -0.20
C 1.498 6.875 -6.958 -0.18
C 2.437 7.896 -6.295 -0.18
O 2.079 7.681 -4.910 -0.17
C 0.709 7.105 -4.744 -0.16
H -0.362 6.058 -6.186 0.11
H -0.428 7.781 -6.515 0.11
H 1.205 7.148 -7.972 0.11
H 1.924 5.873 -6.925 0.12
H 2.140 8.910 -6.564 0.11
H 3.508 7.806 -6.481 0.12
H 0.066 7.809 -4.216 0.11
H 0.660 6.178 -4.172 0.11
C -2.592 1.844 -9.797 -0.18
C -2.825 0.908 -8.634 -0.19
C -1.555 1.082 -7.805 -0.23
O -1.138 2.398 -8.041 -0.14
C -1.838 2.995 -9.160 -0.18
H -3.510 2.171 -10.284 0.11
H -1.948 1.272 -10.466 0.11
H -2.878 -0.127 -8.974 0.11
H -3.742 1.171 -8.107 0.11
H -0.795 0.346 -8.070 0.12
H -1.931 0.892 -6.800 0.11
H -1.134 3.457 -9.852 0.11
H -2.477 3.772 -8.740 0.12
C -6.909 -3.102 -4.431 -0.19
C -8.239 -2.504 -4.075 -0.17
C -7.885 -1.092 -3.615 -0.24
O -6.771 -0.770 -4.375 -0.15
C -5.924 -1.978 -4.468 -0.16
H -6.971 -3.595 -5.402 0.11
H -6.642 -3.896 -3.734 0.11
H -8.781 -3.020 -3.282 0.11
H -8.896 -2.472 -4.944 0.11
H -7.706 -0.943 -2.550 0.12
H -8.642 -0.369 -3.920 0.12
H -5.210 -1.969 -3.644 0.11
H -5.290 -2.020 -5.354 0.11
N 1.356 6.608 2.433 0.04
C 2.126 5.762 3.188 -0.13
C 3.158 4.999 2.656 -0.08
C 3.469 5.204 1.306 -0.06
C 2.720 6.158 0.547 -0.06
C 1.642 6.787 1.165 -0.19
H 1.802 5.656 4.213 0.09
H 3.833 4.374 3.222 0.10
H 4.250 4.593 0.878 0.10
H 3.010 6.380 -0.470 0.09
H 1.047 7.502 0.615 0.10
```

Properties
multiplicity	1
strongest force on any atom	3.27	eV/A
Kohn-Sham gap	9.5	eV
HOMO energy	-9.291	eV
E	-95298.53887	eV
relative energy (zero: lowest compared OMol25 entry of this formula, charge and spin)	0.000	eV